C4H8S | ωB97M-V/def2-TZVPD

Results
**LUMO energy**: 0.01 eV
**Calculated total energy**: -555.30881 Eh
**Spin multiplicity**: 1
**Highest occupied orbital energy**: -8.554 eV
**Relative energy (zero: lowest compared OMol25 entry of this formula, charge and spin)**: 1.663 eV
**M**: 88.2 g mol⁻¹

Last column: Mulliken charge in e.
Atoms and positions in Å:
H1 -0.96936 0.31379 1.04993  0.180
H2 0.00378 -1.41472 1.52455  0.306
S1 2.30811 -0.79705 -0.08153  -0.267
C1 0.62823 1.51532 -0.17088  -1.169
C2 0.98824 0.05936 0.27842  0.320
H3 -0.34061 1.54695 -0.72045  0.269
H4 -0.51154 -2.03720 -0.88218  0.358
H5 0.30804 2.16111 0.62365  0.383
H6 1.49069 2.07182 -0.47171  0.369
C3 -0.90219 -1.13321 -0.44731  -0.974
C4 -0.10082 -0.59319 0.75011  -0.316
H7 -0.97697 -0.34242 -1.35303  0.252
H8 -1.92560 -1.35056 -0.09958  0.289

Cartesian forces, eV/Å:
H 2.45 -2.67 0.30
H 0.03 1.24 -0.85
S 0.85 0.50 0.01
C 0.16 -0.70 0.81
C 3.03 3.31 -2.39
H 1.24 -0.24 -0.60
H 0.50 -0.34 -0.03
H -0.10 -0.23 1.50
H 0.31 -0.01 -1.44
C -1.24 1.15 -1.96
C -7.71 -0.36 2.76
H 0.16 -1.76 2.21
H 0.32 0.10 -0.32